Run 1
One molecule with the formula C4H10ClFN2. Source: OMol25; level of theory: ωB97M-V with the def2-TZVPD basis set.

Geometry as ORCA input:
```
! RIJCOSX wB97M-V def2-TZVPD def2/J DEFGRID3
* xyz 0 1
H -3.7407 0.1094 -0.2927
F 0.8182 -0.8114 1.5803
H -3.0457 -1.0573 0.8651
C 0.2766 1.1636 0.3945
H -3.2354 -1.4896 -0.9447
Cl 1.4827 -1.0462 -0.8230
N 0.8359 2.0127 -0.6801
H -0.9811 -1.0639 -0.3289
C -2.9714 -0.6871 -0.2252
H -1.8312 1.6313 0.0468
H 0.3696 1.8286 -1.5458
H 2.2011 0.3622 0.8400
H -1.4213 0.4558 1.4426
N -1.6347 -0.2829 -0.4992
C -1.2218 0.7705 0.3949
H 0.6068 3.0209 -0.4512
H 0.3225 1.8066 1.3262
C 1.2129 -0.0179 0.6136
*
```

Computed properties:
E_LUMO ... 0.86 eV
Molar mass ... 140.589 g/mol
HOMO ... -8.97 eV
SMILES string ... CNC[C@H](N)[C@@H](F)Cl

---

Run 2
C4H10ClFN2 as an isolated structure. Source: OMol25; level of theory: ωB97M-V with the def2-TZVPD basis set.

Geometry as ORCA input:
```
! RIJCOSX wB97M-V def2-TZVPD def2/J DEFGRID3
* xyz 0 1
H 2.4579 0.6759 0.5648
N -1.7237 -0.1208 -0.4044
H -1.5173 1.0501 1.3640
H -3.6340 -0.1673 0.9997
N 0.0495 1.7858 -0.7574
F 1.7149 -0.8078 1.3999
H -1.3048 -0.8872 -0.8387
Cl 1.3527 -0.7529 -1.0721
H -0.7252 -0.4371 1.4264
H -3.7117 -0.8282 -0.9686
C -3.1285 -0.7787 0.0414
C 1.4850 0.1898 0.4830
H 0.2851 3.0916 -0.6464
C 0.2615 1.0624 0.5026
H 0.5821 1.8097 1.2974
H -3.1271 -1.9661 0.4757
C -1.1015 0.3077 0.8349
H -1.1148 1.3853 -1.0856
*
```

Computed properties:
E_LUMO ... 0.79 eV
Molar mass ... 140.589 g/mol
HOMO ... -8.80 eV

---

Most stable pick: run 1. Distance to second place: 406.7 kJ/mol.

---

Run 1
C2H3BrI2 as an isolated structure. Source: OMol25; level of theory: ωB97M-V with the def2-TZVPD basis set.

Geometry as ORCA input:
```
! RIJCOSX wB97M-V def2-TZVPD def2/J DEFGRID3
* xyz 0 1
H 1.3959 0.5399 -0.9847
H 0.0346 1.5010 -0.1062
C -0.3349 -0.5244 -0.2177
Br -1.7917 -0.0454 -1.3463
I -1.5239 -0.1770 2.2524
H 1.1863 0.5612 0.8143
I 0.3905 -2.4306 -0.3281
C 0.6432 0.5753 -0.0836
*
```

Computed properties:
E_LUMO (spin up / spin down) ... -1.92 / -1.92 eV
Molar mass ... 360.758 g/mol
HOMO (spin up / spin down) ... -9.11 / -9.11 eV

---

Run 2
C2H3BrI2 as an isolated structure. Source: OMol25; level of theory: ωB97M-V with the def2-TZVPD basis set.

Geometry as ORCA input:
```
! RIJCOSX wB97M-V def2-TZVPD def2/J DEFGRID3
* xyz 0 1
C 0.4379 -0.4758 0.1384
H -1.1673 0.0231 -1.1307
Br 0.8106 -0.5651 2.0248
H -1.7822 -0.1988 0.3517
C -0.8280 0.1062 -0.1732
I 2.2170 2.1591 -0.3459
I 1.1041 -2.1427 -0.9122
H -0.7921 1.0939 0.0471
*
```

Computed properties:
E_LUMO (spin up / spin down) ... -2.86 / -2.86 eV
Molar mass ... 360.758 g/mol
HOMO (spin up / spin down) ... -8.59 / -8.59 eV

---

Most stable pick: run 1. Distance to second place: 119.4 kJ/mol.

---

Run 1
A 2-piece molecular cluster, C5H11NO2 overall. Source: OMol25; level of theory: ωB97M-V with the def2-TZVPD basis set.

Geometry as ORCA input:
```
! RIJCOSX wB97M-V def2-TZVPD def2/J DEFGRID3
* xyz -1 2
H -3.4452 -0.5979 0.8210
C 0.2514 -0.9822 -0.8520
C 0.2469 0.7875 1.4223
H 0.0214 1.8997 1.6494
H -0.6606 0.6022 0.8149
H 0.5721 -1.8647 -1.4732
H -1.5782 -0.7392 -2.2219
H 2.1559 -0.1954 -1.4633
H -0.7816 0.7869 -1.2822
N 1.0120 1.4440 -0.8631
H -1.6876 -0.6073 -0.3307
H 0.2983 -1.4106 0.1703
H 2.3705 1.2203 0.8205
C 1.2935 0.1663 -0.8780
C -1.0728 -0.3376 -1.2581
C 1.5550 0.5494 0.6243
H 0.0751 -0.0232 2.2886
O -2.6506 -0.1034 0.8351
O 2.0243 -0.5948 1.1759
*
```

Computed properties:
E_LUMO (spin up / spin down) ... 2.55 / 1.75 eV
Expectation value of S² ... 0.822
Molar mass ... 117.148 g/mol
HOMO (spin up / spin down) ... -3.14 / -2.72 eV

---

Run 2
A 3-piece molecular cluster, C5H11NO2 overall. Source: OMol25; level of theory: ωB97M-V with the def2-TZVPD basis set.

Geometry as ORCA input:
```
! RIJCOSX wB97M-V def2-TZVPD def2/J DEFGRID3
* xyz -1 2
N 0.2850 -1.4898 1.3001
C -0.1778 -1.9739 0.1177
C 0.1345 0.2683 -0.0242
H -0.8061 1.9940 -0.9275
O -2.8975 0.7858 -0.3658
H -0.6631 -1.0676 -1.7363
H 0.7372 0.4375 2.1388
H 0.9793 1.8531 -1.1825
H 0.4497 -2.0747 2.0986
C 0.1582 1.6731 -0.5168
C -0.3513 -0.8509 -0.7304
H 0.3507 2.3079 0.3603
O 2.9922 0.3913 -0.4580
C 0.4325 -0.1248 1.2695
H -0.5449 -2.9904 0.0949
H -2.8152 0.7390 0.6003
H 2.2140 -0.1263 -0.1693
H -3.4625 0.0080 -0.4691
H 2.9849 0.2404 -1.4004
*
```

Computed properties:
E_LUMO (spin up / spin down) ... 3.89 / 3.72 eV
Expectation value of S² ... 0.750
Molar mass ... 117.148 g/mol
HOMO (spin up / spin down) ... 1.00 / -4.81 eV

---

Most stable pick: run 2. Distance to second place: 685.2 kJ/mol.

---

Run 1
C10H16N as an isolated structure. Source: OMol25; level of theory: ωB97M-V with the def2-TZVPD basis set.

Geometry as ORCA input:
```
! RIJCOSX wB97M-V def2-TZVPD def2/J DEFGRID3
* xyz 1 1
C 0.0050 1.1165 -0.0820
H 0.8921 -2.2957 1.7722
C 0.7175 -0.9590 0.1130
H 3.0319 1.4201 0.4792
C -1.3254 1.5953 0.4710
H -2.0874 -1.5185 -0.6049
C 0.1046 -1.8698 1.1560
H 2.6317 -1.9789 0.0954
H 1.4024 2.1742 -1.4784
H 0.0235 -0.2728 -1.9380
H -1.6917 2.3874 -0.1824
H 2.3470 -0.9653 -1.3231
H -0.4352 -2.6801 0.6736
H -0.5813 -1.3348 1.8055
H -1.2224 2.0008 1.4761
C 1.8755 -1.6319 -0.6039
H -3.3125 0.7319 0.3030
H -2.2410 -0.1586 1.3668
C 1.0953 2.1685 -0.4334
H 0.9200 3.1889 -0.0888
C -1.8406 -0.4666 -0.7482
C -2.2853 0.4001 0.4346
N 2.0255 1.3790 0.3729
C 1.1587 0.4584 0.6934
H 1.4936 -2.4978 -1.1409
C -0.3641 -0.2622 -0.9299
H -2.3372 -0.1292 -1.6586
*
```

Computed properties:
E_LUMO ... -4.99 eV
Molar mass ... 150.245 g/mol
HOMO ... -14.23 eV

---

Run 2
An isolated ion of composition C10H16N and charge +1. Source: OMol25; level of theory: ωB97M-V with the def2-TZVPD basis set.

Geometry as ORCA input:
```
! RIJCOSX wB97M-V def2-TZVPD def2/J DEFGRID3
* xyz 1 1
H 1.9203 0.1880 1.6964
H 3.2400 -0.4373 -0.8997
H -2.9995 -2.1845 0.1867
C -2.6813 -0.3199 1.0036
H -2.1380 1.3707 -1.1325
H 3.4653 -1.1934 0.7929
H 1.8285 -2.2049 -1.5223
C 0.3185 -1.1555 -0.2277
C 1.5936 -1.8599 -0.4707
H -2.2206 0.5220 1.5779
C -0.0310 2.4223 0.4971
C -1.1569 1.1570 -1.2772
H -1.0502 1.9709 -1.8965
H -0.9411 2.9291 0.5620
C -0.8598 -1.8191 -0.1200
H 0.7183 3.0954 -0.1323
H -1.0870 0.2628 -1.9396
H 1.6813 -2.7040 0.1138
H 0.3908 2.2165 1.5029
C -2.2535 -1.4106 0.2828
H -3.7802 -0.1434 0.8080
H 2.2400 1.3065 0.2956
C 1.8560 0.3598 0.6625
C 2.6178 -0.8076 0.0402
N -0.2410 1.1732 -0.2370
C 0.4711 0.1775 0.1015
H -0.9018 -2.9115 -0.2685
*
```

Computed properties:
E_LUMO ... -4.71 eV
Molar mass ... 150.245 g/mol
HOMO ... -12.76 eV
SMILES string ... C=C/C=C1/CCCC1=[N+](C)C

---

Most stable pick: run 1. Distance to second place: 61.7 kJ/mol.

---

Run 1
One molecule with the formula C3H2Br2P2. Source: OMol25; level of theory: ωB97M-V with the def2-TZVPD basis set.

Geometry as ORCA input:
```
! RIJCOSX wB97M-V def2-TZVPD def2/J DEFGRID3
* xyz 0 1
P 1.6216 0.1603 -1.4870
C -0.1145 -0.8161 -0.9500
H -0.6894 0.8536 1.8526
Br -2.4180 -1.3674 0.6610
H 1.6953 2.2922 0.3894
P 1.5867 0.7582 0.5462
C -0.6795 -0.4978 0.2683
Br -0.8834 -1.8774 -2.2600
C -0.1188 0.4944 0.9792
*
```

Computed properties:
E_LUMO (spin up / spin down) ... -1.37 / -1.37 eV
Molar mass ... 259.805 g/mol
HOMO (spin up / spin down) ... -8.23 / -8.23 eV
SMILES string ... BrC1=C[PH]#P=C1Br

---

Run 2
One molecule with the formula C3H2Br2P2. Source: OMol25; level of theory: ωB97M-V with the def2-TZVPD basis set.

Geometry as ORCA input:
```
! RIJCOSX wB97M-V def2-TZVPD def2/J DEFGRID3
* xyz 0 1
Br 3.3071 -0.4106 0.2001
P 0.3160 -1.3520 -0.1340
C -0.7338 1.1981 -0.3193
P 0.9734 1.5582 -0.4084
H 0.1078 -2.0358 1.0321
C -1.0603 -0.1675 -0.0420
H -1.4933 1.8203 -0.4843
Br -2.8868 -0.6186 0.0029
C 1.4700 0.0079 0.1528
*
```

Computed properties:
E_LUMO ... -0.97 eV
Molar mass ... 259.805 g/mol
HOMO ... -8.53 eV
SMILES string ... BrC1=[PH]=C(Br)P=C1

---

Most stable pick: run 2. Distance to second place: 64.3 kJ/mol.